{"formula": "C22H19N9OV", "method": "ωB97M-V/def2-TZVPD", "fmax_ev_per_a": 2.0, "spin_multiplicity": 2, "homo_ev": [-13.65, -12.52], "total_charge": 2, "lumo_ev": [-6.157, -6.063], "elements": ["V", "N", "C", "N", "C", "N", "C", "C", "N", "C", "C", "N", "H", "H", "H", "H", "H", "O", "C", "C", "C", "C", "C", "C", "N", "H", "H", "H", "H", "H", "H", "H", "N", "C", "C", "C", "C", "C", "C", "C", "N", "C", "C", "N", "C", "H", "H", "H", "H", "H", "H", "H"], "xyz": [[-1.114, 0.602, 0.204], [-1.207, 0.195, 4.340], [-0.700, 0.925, 3.346], [-1.157, 0.434, 2.202], [-1.952, -0.627, 2.587], [-1.990, -0.788, 3.885], [-2.574, -1.394, 1.538], [-3.415, -2.488, 1.723], [-3.951, -3.131, 0.703], [-3.650, -2.695, -0.519], [-2.808, -1.620, -0.733], [-2.250, -0.949, 0.296], [-1.059, 0.288, 5.334], [-0.038, 1.764, 3.481], [-3.646, -2.833, 2.724], [-4.105, -3.220, -1.349], [-2.572, -1.295, -1.736], [-1.036, 0.848, -1.937], [-2.121, 1.624, -2.490], [-2.834, 2.336, -1.375], [-3.670, 3.404, -1.655], [-4.336, 4.032, -0.617], [-4.135, 3.574, 0.678], [-3.296, 2.498, 0.879], [-2.644, 1.877, -0.124], [-0.631, 0.328, -2.638], [-2.826, 0.971, -3.014], [-1.732, 2.349, -3.206], [-3.783, 3.734, -2.679], [-5.006, 4.857, -0.820], [-4.627, 4.040, 1.520], [-3.147, 2.100, 1.873], [8.377, -3.920, -2.043], [7.463, -3.294, -1.739], [6.313, -2.528, -1.361], [5.037, -3.021, -1.622], [3.925, -2.289, -1.256], [4.075, -1.062, -0.618], [5.346, -0.565, -0.362], [6.460, -1.294, -0.734], [2.918, -0.315, -0.222], [2.904, 0.978, 0.244], [1.608, 1.281, 0.517], [0.819, 0.186, 0.221], [1.642, -0.754, -0.214], [4.921, -3.976, -2.115], [2.945, -2.685, -1.486], [5.491, 0.384, 0.135], [7.451, -0.909, -0.537], [3.785, 1.583, 0.352], [1.202, 2.203, 0.907], [1.328, -1.745, -0.489]], "atomic_forces_ev_per_a": [[1.174, 0.837, -1.339], [0.180, 0.216, -0.125], [-0.067, -0.091, 0.277], [-0.250, -0.156, 0.850], [0.192, 0.274, 0.216], [-0.203, -0.294, -0.114], [-0.259, -0.444, -0.104], [0.181, 0.191, -0.014], [-0.160, -0.196, 0.032], [0.107, 0.122, 0.121], [-0.157, -0.202, -0.059], [-1.026, -0.908, 0.290], [0.028, 0.059, 0.024], [0.003, -0.008, 0.021], [-0.009, 0.014, -0.001], [0.053, 0.030, -0.049], [0.003, 0.056, 0.008], [-0.361, 0.218, 0.226], [-0.278, 0.162, -0.163], [-0.037, 0.083, 0.051], [0.068, -0.077, 0.011], [0.000, -0.052, -0.029], [0.014, -0.011, -0.084], [-0.206, 0.045, 0.005], [-1.044, 0.768, -0.226], [0.221, -0.041, 0.067], [0.094, -0.072, 0.027], [0.073, -0.046, 0.021], [-0.050, 0.018, 0.013], [0.035, 0.034, 0.033], [-0.018, -0.035, 0.010], [0.034, -0.016, -0.003], [-0.051, 0.048, 0.019], [0.199, -0.122, -0.062], [-0.225, 0.114, 0.057], [0.103, 0.012, 0.015], [-0.183, 0.130, 0.021], [0.382, -0.308, -0.138], [-0.147, 0.105, 0.085], [0.058, -0.094, -0.061], [-0.249, 0.060, 0.041], [-0.112, 0.184, 0.068], [0.290, -0.005, -0.075], [1.400, -0.553, -0.004], [0.029, 0.045, 0.098], [-0.009, 0.004, 0.000], [0.011, -0.020, -0.008], [0.005, -0.024, 0.012], [-0.007, 0.011, 0.017], [0.023, -0.058, -0.048], [0.051, 0.018, -0.017], [0.104, -0.026, -0.012]], "nbo_charge": [1.31, -0.29, 0.22, -0.56, 0.30, -0.19, 0.04, 0.09, -0.35, 0.04, -0.05, -0.44, 0.45, 0.25, 0.24, 0.23, 0.20, -0.73, -0.10, 0.18, -0.21, -0.11, -0.22, 0.05, -0.53, 0.53, 0.22, 0.23, 0.25, 0.26, 0.26, 0.21, -0.22, 0.23, -0.14, -0.13, -0.24, 0.21, -0.24, -0.12, -0.32, -0.02, -0.12, -0.57, 0.22, 0.25, 0.22, 0.23, 0.25, 0.25, 0.23, 0.23]}

=====

{"formula": "C22H20AgF3N3O12S", "method": "ωB97M-V/def2-TZVPD", "fmax_ev_per_a": 3.8, "homo_ev": -3.65, "total_charge": -1, "lumo_ev": 1.086, "elements": ["Ag", "S", "O", "O", "O", "O", "C", "C", "C", "C", "C", "C", "N", "O", "O", "H", "H", "H", "H", "H", "C", "C", "C", "C", "C", "C", "N", "O", "O", "H", "H", "H", "H", "H", "C", "C", "C", "C", "C", "C", "N", "O", "O", "H", "H", "H", "H", "H", "C", "C", "O", "C", "O", "C", "F", "F", "F", "H", "H", "H", "H", "H"], "xyz": [[0.187, -0.386, 1.563], [0.322, -2.033, 3.810], [1.706, -2.029, 4.257], [-0.206, -0.646, 3.805], [0.224, -2.485, 2.401], [-0.460, -2.853, 4.706], [-4.209, -4.795, -2.013], [-3.632, -4.471, -0.809], [-3.011, -3.230, -0.602], [-2.847, -2.426, -1.684], [-3.387, -2.684, -2.902], [-4.044, -3.890, -3.055], [-2.141, -1.130, -1.434], [-1.982, -0.400, -2.418], [-1.857, -0.840, -0.271], [-4.762, -5.695, -2.210], [-3.763, -5.057, 0.089], [-2.639, -2.876, 0.347], [-3.312, -1.938, -3.678], [-4.476, -4.176, -4.006], [-4.364, 3.844, -2.546], [-4.296, 3.309, -1.247], [-3.107, 2.722, -0.811], [-1.960, 2.766, -1.596], [-2.016, 3.367, -2.832], [-3.214, 3.969, -3.292], [-0.665, 2.117, -1.121], [-0.613, 1.798, 0.046], [0.189, 1.895, -1.949], [-5.280, 4.263, -2.925], [-5.134, 3.304, -0.565], [-2.972, 2.280, 0.180], [-1.156, 3.366, -3.482], [-3.262, 4.422, -4.255], [4.737, 2.907, 5.936], [5.404, 3.165, 4.730], [4.847, 2.682, 3.547], [3.659, 1.995, 3.576], [2.970, 1.743, 4.733], [3.538, 2.166, 5.912], [3.017, 1.741, 2.194], [1.798, 1.697, 2.121], [3.788, 1.704, 1.224], [5.144, 3.256, 6.872], [6.325, 3.717, 4.783], [5.341, 2.855, 2.591], [1.991, 1.242, 4.685], [3.034, 1.936, 6.838], [0.726, -3.406, -2.950], [1.202, -2.588, -1.753], [2.132, -1.560, -2.305], [2.407, -0.598, -1.489], [1.933, -0.481, -0.380], [3.344, 0.394, -2.009], [3.560, 0.252, -3.320], [2.981, 1.663, -1.813], [4.569, 0.248, -1.394], [0.056, -2.776, -3.537], [0.093, -4.203, -2.509], [1.489, -3.868, -3.558], [1.685, -3.192, -0.975], [0.369, -2.066, -1.255]], "atomic_forces_ev_per_a": [[0.057, 0.271, -0.121], [0.646, -0.519, 1.896], [1.320, 0.290, -0.205], [-0.601, 1.924, -0.175], [-0.162, -0.910, -1.821], [-1.189, -0.890, 0.300], [0.718, 0.682, -0.376], [-0.258, 0.667, 1.613], [0.034, -1.186, 0.058], [0.666, 1.392, 1.048], [-0.235, -0.240, -1.072], [-0.504, -0.272, -0.711], [-0.618, 0.782, -0.054], [0.231, -0.614, 1.201], [-0.176, -0.299, -1.725], [-0.020, -0.303, 0.254], [-0.011, -0.410, -0.132], [0.109, -0.361, 0.270], [0.072, -0.154, -0.202], [0.007, 0.319, -0.131], [0.103, 0.420, 1.107], [0.690, -0.585, -0.379], [0.538, 0.158, 0.838], [-0.163, -0.022, -0.284], [-0.235, 0.564, -0.778], [0.795, -1.417, 0.760], [-1.149, -0.150, -0.291], [-0.050, 0.246, 0.029], [-0.108, 0.274, -0.097], [-0.240, 0.039, 0.040], [-0.184, -0.035, -0.194], [-0.408, 0.121, -0.253], [0.235, 0.046, 0.080], [0.167, 0.235, -0.547], [-0.535, -0.609, -0.866], [-0.837, -0.538, 0.809], [1.076, 0.454, -0.340], [-0.534, 0.336, -1.620], [-1.124, -0.573, -0.321], [0.693, 0.536, 0.660], [0.719, 0.248, -0.261], [1.128, -0.055, 0.285], [-1.147, -0.093, 1.432], [0.007, 0.015, 0.088], [0.197, 0.102, -0.390], [-0.210, -0.053, 0.259], [0.517, 0.028, 0.099], [-0.057, 0.031, 0.100], [-1.103, 0.072, 1.253], [0.079, 0.190, -0.566], [-0.513, -1.710, -0.465], [-2.244, -0.429, 2.875], [0.591, 0.201, -0.596], [2.981, 2.214, -0.557], [0.007, -0.130, -0.312], [-0.219, -0.544, 0.133], [-0.998, -0.184, -0.398], [0.190, -0.109, -0.302], [0.277, 0.208, -0.352], [0.332, 0.106, -0.019], [0.261, 0.371, -0.297], [0.388, -0.147, -0.278]], "nbo_charge": [0.90, 2.59, -1.09, -1.17, -1.17, -1.07, -0.18, -0.20, -0.18, 0.03, -0.21, -0.21, 0.52, -0.39, -0.36, 0.22, 0.23, 0.28, 0.25, 0.21, -0.19, -0.21, -0.20, 0.04, -0.19, -0.21, 0.55, -0.36, -0.37, 0.21, 0.22, 0.26, 0.24, 0.21, -0.19, -0.24, -0.16, 0.04, -0.19, -0.20, 0.54, -0.36, -0.39, 0.21, 0.21, 0.24, 0.30, 0.22, -0.63, -0.08, -0.47, 0.68, -0.56, 0.90, -0.31, -0.29, -0.32, 0.21, 0.22, 0.22, 0.22, 0.21]}

=====

{"formula": "C22H20BrN3S", "method": "ωB97M-V/def2-TZVPD", "fmax_ev_per_a": 1.2, "smiles": "Brc1ccc(/C=N/N2CCN(C3c4ccccc4-c4ccccc43)CC2)s1", "homo_ev": -7.26, "total_charge": 0, "lumo_ev": 0.586, "elements": ["Br", "C", "C", "C", "C", "C", "N", "N", "C", "C", "N", "C", "C", "C", "C", "C", "C", "C", "C", "C", "C", "C", "C", "C", "C", "C", "S", "H", "H", "H", "H", "H", "H", "H", "H", "H", "H", "H", "H", "H", "H", "H", "H", "H", "H", "H", "H"], "xyz": [[5.221, -2.476, -4.305], [3.758, -1.460, -3.706], [2.444, -1.676, -3.990], [1.608, -0.733, -3.371], [2.287, 0.197, -2.624], [1.772, 1.263, -1.824], [0.506, 1.459, -1.794], [-0.100, 2.381, -1.078], [-1.539, 2.273, -1.058], [-1.968, 1.352, 0.089], [-1.261, 1.660, 1.327], [-0.708, 0.515, 2.036], [0.432, -0.241, 1.372], [1.750, 0.123, 1.206], [2.611, -0.744, 0.546], [2.158, -1.960, 0.062], [0.850, -2.364, 0.281], [-0.004, -1.509, 0.956], [-1.366, -1.710, 1.434], [-2.208, -2.804, 1.342], [-3.456, -2.732, 1.942], [-3.854, -1.591, 2.621], [-3.014, -0.489, 2.712], [-1.771, -0.558, 2.123], [-0.510, 2.888, 1.293], [0.456, 3.037, 0.090], [4.001, -0.088, -2.677], [2.099, -2.482, -4.613], [0.538, -0.725, -3.456], [2.509, 1.836, -1.257], [-1.862, 1.855, -2.011], [-1.961, 3.274, -0.943], [-3.049, 1.447, 0.258], [-1.761, 0.321, -0.211], [-0.411, 0.871, 3.031], [2.127, 1.053, 1.609], [3.647, -0.468, 0.411], [2.840, -2.613, -0.463], [0.511, -3.333, -0.054], [-1.902, -3.696, 0.816], [-4.126, -3.577, 1.882], [-4.830, -1.559, 3.083], [-3.325, 0.404, 3.234], [-1.235, 3.710, 1.264], [0.055, 2.980, 2.222], [1.422, 2.586, 0.317], [0.616, 4.102, -0.122]], "atomic_forces_ev_per_a": [[-0.111, 0.090, 0.047], [0.134, 0.112, 0.127], [0.610, -0.153, -0.052], [0.081, 0.572, 0.379], [0.400, -0.922, -0.712], [-0.392, 0.908, 0.678], [0.491, -0.677, -0.548], [-0.299, 0.578, 0.199], [-0.116, -0.276, 0.206], [-0.358, 0.106, -0.194], [0.122, -0.032, 0.033], [-0.015, 0.143, 0.173], [-0.084, -0.280, -0.079], [0.026, -0.058, 0.060], [0.098, 0.067, 0.117], [0.088, -0.103, -0.012], [-0.103, 0.047, 0.031], [0.484, 0.291, -0.098], [-0.480, 0.123, 0.354], [0.103, 0.089, -0.041], [-0.073, -0.102, -0.028], [-0.105, 0.059, 0.070], [0.039, -0.024, -0.018], [0.110, -0.365, -0.050], [-0.005, 0.159, -0.078], [0.239, 0.029, 0.095], [-0.528, -0.396, -0.397], [-0.019, -0.137, -0.107], [-0.233, 0.011, 0.021], [-0.203, 0.129, 0.041], [-0.020, 0.119, 0.063], [-0.037, -0.023, -0.051], [0.017, -0.126, -0.160], [-0.032, 0.092, -0.054], [0.001, -0.074, -0.042], [0.027, 0.093, 0.008], [0.075, 0.000, -0.029], [0.068, -0.040, -0.070], [-0.020, -0.121, -0.039], [0.022, -0.110, -0.049], [-0.056, -0.061, 0.001], [-0.081, -0.007, 0.037], [-0.049, 0.122, 0.044], [0.174, 0.051, 0.055], [-0.030, 0.083, 0.003], [-0.057, 0.054, -0.030], [0.099, -0.036, 0.095]], "nbo_charge": [0.10, -0.33, -0.27, -0.24, -0.22, -0.06, -0.19, -0.23, -0.22, -0.23, -0.45, -0.08, -0.04, -0.22, -0.20, -0.21, -0.22, 0.01, 0.01, -0.23, -0.20, -0.21, -0.19, -0.03, -0.22, -0.26, 0.44, 0.23, 0.24, 0.17, 0.23, 0.19, 0.19, 0.21, 0.22, 0.21, 0.22, 0.22, 0.21, 0.21, 0.21, 0.21, 0.22, 0.19, 0.21, 0.21, 0.20]}

=====

{"formula": "C22H20CaF10N4O2", "method": "ωB97M-V/def2-TZVPD", "fmax_ev_per_a": 2.6, "e_above_lowest_kcal_mol": 0.0, "homo_ev": -6.64, "total_charge": 0, "lumo_ev": -0.924, "elements": ["Ca", "C", "N", "C", "C", "N", "C", "C", "F", "C", "F", "C", "F", "C", "F", "C", "F", "C", "C", "N", "C", "C", "F", "C", "F", "C", "F", "C", "F", "C", "F", "H", "H", "H", "H", "H", "H", "H", "H", "H", "H", "H", "O", "C", "O", "C", "N", "C", "C", "C", "H", "H", "H", "H", "H", "H", "H", "H", "H"], "xyz": [[12.696, 7.100, 8.035], [12.598, 7.861, 11.507], [12.640, 6.609, 10.792], [11.443, 5.831, 11.049], [10.211, 6.201, 10.256], [10.515, 6.294, 8.811], [9.556, 6.368, 7.878], [8.164, 6.707, 8.090], [7.719, 6.680, 9.427], [7.266, 6.783, 7.060], [5.923, 6.897, 7.300], [7.691, 6.578, 5.728], [6.804, 6.473, 4.716], [9.024, 6.252, 5.423], [9.440, 6.271, 4.116], [9.931, 6.158, 6.469], [11.231, 6.021, 6.163], [13.955, 5.867, 10.992], [15.186, 6.510, 10.337], [14.976, 6.758, 8.931], [15.993, 6.986, 8.127], [17.432, 7.073, 8.355], [17.927, 6.824, 9.621], [18.323, 7.241, 7.324], [19.623, 7.529, 7.599], [17.880, 7.159, 5.985], [18.813, 7.065, 4.998], [16.493, 7.000, 5.673], [16.050, 6.951, 4.384], [15.640, 7.080, 6.715], [14.303, 6.924, 6.354], [12.553, 7.753, 12.629], [11.678, 8.408, 11.191], [13.503, 8.439, 11.216], [11.227, 5.880, 12.138], [11.668, 4.802, 10.729], [9.826, 7.134, 10.689], [9.424, 5.435, 10.446], [13.803, 4.870, 10.594], [14.144, 5.783, 12.086], [16.066, 5.847, 10.489], [15.367, 7.437, 10.940], [11.907, 8.911, 6.523], [12.165, 9.762, 7.434], [12.810, 9.526, 8.480], [11.863, 11.279, 7.177], [12.859, 12.197, 7.836], [12.042, 13.353, 8.439], [10.571, 12.894, 8.517], [10.440, 11.622, 7.716], [11.921, 11.498, 6.129], [13.618, 12.518, 7.246], [13.287, 11.583, 8.587], [12.090, 14.256, 7.804], [12.416, 13.599, 9.449], [9.933, 13.698, 8.103], [10.200, 12.706, 9.507], [9.852, 11.618, 6.810], [10.157, 10.783, 8.323]], "atomic_forces_ev_per_a": [[-0.286, -0.300, 0.851], [0.058, 0.825, -0.008], [1.326, -0.036, -0.933], [0.502, -1.332, 0.017], [-0.718, 0.476, -0.640], [0.821, 0.009, 0.371], [-0.399, 0.098, -0.769], [1.186, -1.139, 1.480], [0.130, 0.506, -1.985], [-0.947, -0.568, -1.274], [1.226, 0.060, -0.159], [0.136, -0.504, 0.054], [-0.254, 0.395, 0.235], [0.058, 1.182, 0.392], [-0.451, -0.460, 1.433], [-1.784, 0.776, 1.003], [0.835, -0.189, 0.205], [-0.990, 0.448, 0.494], [0.062, 0.315, 0.685], [-1.102, 0.040, 0.559], [1.037, -0.095, -1.562], [-1.671, -0.394, 0.922], [-0.266, 0.626, -0.937], [-0.011, 0.252, -1.202], [-0.876, -0.661, -0.344], [0.023, -0.545, -0.222], [-0.406, 0.439, 0.246], [2.350, 0.952, -0.606], [0.568, -0.099, 1.280], [-0.490, -0.555, 0.979], [0.363, 0.081, 0.446], [0.153, -0.085, -0.768], [0.755, -0.168, 0.250], [-0.745, -0.062, 0.378], [-0.149, -0.384, -0.363], [0.072, 0.072, 0.480], [-0.202, 0.106, -0.297], [0.604, 0.408, 0.050], [-0.057, -0.233, -0.112], [-0.002, -0.094, -0.436], [-0.654, 0.288, 0.256], [0.269, -0.349, -0.575], [-0.260, 1.642, 1.784], [1.251, -0.411, -2.217], [-0.235, 0.243, 0.658], [-0.538, -0.785, -0.548], [-0.867, -0.609, 2.038], [-0.131, 0.386, 0.673], [-0.505, 0.810, -0.807], [1.653, -0.845, -0.817], [0.022, -0.106, -0.584], [-0.078, -0.043, -0.282], [-0.407, 0.522, -0.542], [0.457, -0.687, 0.148], [0.155, -0.138, -0.679], [0.332, -0.375, 0.207], [0.270, 0.111, 0.589], [-0.689, 0.381, 0.164], [-0.503, -0.197, 0.342]], "nbo_charge": [1.80, -0.43, -0.50, -0.22, -0.23, -0.82, 0.11, 0.25, -0.35, 0.28, -0.31, 0.19, -0.31, 0.29, -0.30, 0.25, -0.34, -0.21, -0.24, -0.78, 0.12, 0.25, -0.34, 0.28, -0.30, 0.19, -0.31, 0.30, -0.30, 0.22, -0.38, 0.17, 0.20, 0.21, 0.17, 0.20, 0.16, 0.20, 0.20, 0.18, 0.21, 0.16, -0.73, 0.75, -0.79, -0.15, -0.53, -0.23, -0.43, -0.41, 0.23, 0.44, 0.47, 0.23, 0.24, 0.24, 0.24, 0.25, 0.24]}